Molecular formula: C4H11NS2
Method: DFT, ωB97M-V/def2-TZVPD

Bonds (Å) are listed after each position.
Geometry (Å):
1 N -1.137 1.480 -0.342  C2 1.460, H8 1.015, H9 1.011
2 C 0.093 0.745 -0.620  N1 1.460, C3 1.527, C4 1.542, H10 1.089
3 C 0.921 1.526 -1.637  C2 1.527, H11 1.097, H12 1.091, H13 1.096
4 C -0.141 -0.639 -1.259  C2 1.542, S5 1.848, H14 1.102, H15 1.094
5 S -1.028 -1.814 -0.142  C4 1.848, S6 2.279
6 S 0.694 -2.059 1.331  S5 2.279, C7 1.793
7 C 0.027 -1.539 2.912  S6 1.793, H16 1.095, H17 1.093, H18 1.093
8 H -1.768 0.935 0.237  N1 1.015
9 H -1.596 1.666 -1.224  N1 1.011
10 H 0.605 0.486 0.306  C2 1.089
11 H 0.744 1.269 -2.689  C3 1.097
12 H 1.997 1.429 -1.488  C3 1.091
13 H 0.789 2.612 -1.571  C3 1.096
14 H 0.802 -1.174 -1.456  C4 1.102
15 H -0.705 -0.579 -2.195  C4 1.094
16 H 0.765 -1.027 3.539  C7 1.095
17 H -0.840 -0.881 2.813  C7 1.093
18 H -0.222 -2.436 3.485  C7 1.093

## Properties
2S+1: 2
Net charge: -1
Maximum force: 2.835 eV Å⁻¹
Kohn-Sham gap (spin up / spin down): 4.188 / 6.894 eV
E_tot: -27486.7479 eV


Molecular formula: C4H11NS2
Method: DFT, ωB97M-V/def2-TZVPD

Bonds (Å) are listed after each position.
Geometry (Å):
1 C -0.959 -1.086 1.553  C2 1.554, H8 1.084, H9 1.102, H10 1.093
2 C -1.355 -1.842 0.254  C1 1.554, S3 1.841, H11 1.079, H12 1.078
3 S -0.088 -1.927 -1.079  C2 1.841, S4 2.055
4 S -0.552 -0.262 -2.193  S3 2.055, C5 1.817
5 C -0.238 1.137 -1.077  S4 1.817, C6 1.613, H13 1.104, H14 1.092
6 C 1.358 1.314 -0.931  C5 1.613, N7 1.504, H15 1.085, H16 1.083
7 N 1.817 0.860 0.428  C6 1.504, H17 1.013, H18 1.014
8 H -1.334 -0.071 1.596  C1 1.084
9 H -1.363 -1.616 2.430  C1 1.102
10 H 0.134 -1.066 1.523  C1 1.093
11 H -1.365 -2.889 0.516  C2 1.079
12 H -2.211 -1.398 -0.228  C2 1.078
13 H -0.455 2.046 -1.666  C5 1.104
14 H -0.814 1.269 -0.159  C5 1.092
15 H 1.799 0.686 -1.698  C6 1.085
16 H 1.505 2.387 -0.933  C6 1.083
17 H 2.807 1.017 0.574  N7 1.013
18 H 1.314 1.441 1.089  N7 1.014

## Properties
Maximum force: 3.038 eV Å⁻¹
Kohn-Sham gap: 8.957 eV
E_tot: -27486.2511 eV
Structure (SMILES): CCSSCCN


Molecular formula: C4H11NSi
Method: DFT, ωB97M-V/def2-TZVPD

Bonds (Å) are listed after each position.
Geometry (Å):
1 C 2.823 -1.942 -0.246  C2 1.336, H7 1.094, H8 1.112
2 C 2.284 -0.791 0.164  C1 1.336, Si6 1.840, H9 1.112
3 C -2.953 0.642 -0.128  C4 1.498, H10 1.130, H11 1.106, H12 1.049
4 C -2.224 -0.610 0.255  C3 1.498, H13 1.061, H14 1.108
5 N 1.104 1.929 0.225  Si6 1.701, H15 1.034, H16 0.980
6 Si 1.301 0.509 -0.690  C2 1.840, N5 1.701, H17 1.569
7 H 3.459 -2.511 0.438  C1 1.094
8 H 2.514 -2.285 -1.259  C1 1.112
9 H 2.385 -0.563 1.248  C2 1.112
10 H -2.861 1.481 0.623  C3 1.130
11 H -2.577 0.909 -1.133  C3 1.106
12 H -3.981 0.447 -0.047  C3 1.049
13 H -2.339 -1.132 1.171  C4 1.061
14 H -1.279 -0.977 -0.192  C4 1.108
15 H 1.243 1.825 1.244  N5 1.034
16 H 1.153 2.797 -0.227  N5 0.980
17 H -0.053 0.272 -1.447  Si6 1.569

## Properties
Maximum force: 2.755 eV Å⁻¹
Kohn-Sham gap (spin up / spin down): 7.880 / 7.026 eV
E_tot: -13689.7285 eV